Arrangement i

The following is a quantum chemistry calculation of the ion C8H15N2 with charge +1, from the OMol25 dataset.

Values from the calculation:
Frontier orbital gap in Ha: 0.299
SMILES: C\C=C/N=C\[NH+]=C(\C)CC
Net charge: +1

Each line ends with the Löwdin charge.
Element x y z (Å)
C1 -2.711 -0.316 0.116  -0.068
C2 -1.679 0.228 -0.897  -0.122
C3 -0.784 1.222 -0.747  -0.242
N1 -0.557 1.871 0.360  0.109
C4 -0.151 1.427 1.433  -0.092
N2 0.292 0.072 1.539  0.178
C5 0.705 -0.578 0.483  -0.196
C6 0.441 -2.102 0.366  0.018
C7 1.693 -0.240 -0.571  -0.167
C8 2.228 1.210 -0.724  -0.052
H1 -3.648 -0.500 -0.386  0.067
H2 -2.733 0.540 0.923  0.109
H3 -2.419 -1.312 0.620  0.077
H4 -1.866 -0.202 -1.884  0.112
H5 -0.234 1.494 -1.749  0.171
H6 -0.363 1.992 2.341  0.155
H7 -0.278 -0.476 2.168  0.170
H8 -0.584 -2.453 0.755  0.114
H9 1.146 -2.608 0.886  0.056
H10 0.569 -2.476 -0.692  0.127
H11 2.480 -0.905 -0.339  0.132
H12 1.341 -0.548 -1.495  0.107
H13 1.426 1.926 -0.984  0.054
H14 2.865 1.145 -1.620  0.096
H15 2.820 1.589 0.100  0.085

***

Arrangement ii

The following is a quantum chemistry calculation of the ion C8H15N2 with charge +1, from the OMol25 dataset.

Values from the calculation:
Frontier orbital gap (spin up / spin down) in Ha: 0.211 / 0.296
Net charge: +1

Each line ends with the Löwdin charge.
Element x y z (Å)
C1 0.197 -0.574 -0.846  -0.335
C2 -1.806 1.389 -1.339  -0.101
C3 1.064 -0.906 -1.830  0.106
C4 -1.243 -1.028 -0.999  -0.143
C5 -2.045 0.045 -1.776  -0.153
C6 0.503 0.360 0.176  -0.257
C7 1.807 1.083 0.273  -0.042
C8 0.486 -0.754 2.399  0.016
N1 -2.162 2.533 -1.394  0.205
N2 -0.173 0.222 1.488  0.026
H1 2.097 -0.622 -1.803  0.067
H2 0.746 -1.489 -2.674  0.077
H3 -1.273 -1.957 -1.566  0.124
H4 -1.740 -1.229 -0.046  0.105
H5 -3.116 -0.177 -1.715  0.141
H6 -1.754 0.008 -2.831  0.143
H7 1.725 1.938 0.945  0.088
H8 2.095 1.456 -0.705  0.092
H9 2.620 0.446 0.633  0.095
H10 0.565 -1.713 1.890  0.113
H11 1.485 -0.402 2.641  0.103
H12 -0.088 -0.873 3.316  0.107
H13 -1.775 3.390 -1.033  0.094
H14 -0.191 1.137 1.952  0.179
H15 -1.140 -0.079 1.321  0.151

***

Most stable structure, least stable structure: arrangement i, arrangement ii.

***

Arrangement i

The following is a quantum chemistry calculation of a cluster of 2 separate species, C8H15N2 in total, from the OMol25 dataset.

Values from the calculation:
Frontier orbital gap (spin up / spin down) in Ha: 0.321 / 0.322
Net charge: +1

Each line ends with the Löwdin charge.
Element x y z (Å)
C1 2.679 2.156 -2.273  0.007
C2 -0.977 1.544 1.310  0.123
C3 1.818 1.977 -1.317  -0.245
C4 -1.293 0.293 1.333  -0.062
C5 0.882 -0.138 -0.253  -0.077
C6 -1.722 -1.693 2.495  -0.012
C7 -2.187 -1.437 -0.025  0.031
C8 0.713 0.975 -1.276  -0.249
N1 2.153 -0.490 -0.033  0.106
N2 -1.849 -0.852 1.330  -0.147
H1 3.426 2.886 -2.108  0.051
H2 2.685 1.489 -3.240  0.120
H3 -1.611 2.345 1.477  0.077
H4 0.003 1.878 0.797  0.102
H5 1.928 2.574 -0.394  0.116
H6 -2.628 -1.965 2.983  0.088
H7 -1.284 -2.699 2.149  0.133
H8 -1.081 -1.162 3.245  0.122
H9 -1.321 -1.641 -0.597  0.057
H10 -2.585 -2.464 0.250  0.114
H11 -3.030 -0.862 -0.503  0.127
H12 0.561 0.556 -2.259  0.120
H13 -0.176 1.550 -1.043  0.078
H14 2.926 -0.161 -0.657  0.128
H15 2.497 -1.256 0.492  0.091

***

Arrangement ii

The following is a quantum chemistry calculation of the ion C8H15N2 with charge +1, from the OMol25 dataset.

Values from the calculation:
Frontier orbital gap in Ha: 0.287
Net charge: +1

Each line ends with the Löwdin charge.
Element x y z (Å)
C1 0.364 0.556 2.340  -0.133
C2 -2.627 -0.402 1.466  0.064
C3 0.616 1.537 1.227  -0.138
C4 1.167 0.744 0.074  -0.308
C5 0.082 -0.029 -0.598  0.080
C6 1.736 1.681 -1.100  0.026
C7 -1.099 -2.197 -1.041  -0.092
C8 0.182 -1.416 -0.961  -0.228
N1 -0.540 -0.316 2.441  0.059
N2 -1.381 -0.578 1.468  -0.057
H1 1.093 0.561 3.176  0.138
H2 -3.050 0.134 2.229  0.068
H3 -3.273 -0.846 0.754  0.081
H4 -0.372 2.096 1.098  0.156
H5 1.354 2.304 1.480  0.133
H6 1.845 0.039 0.503  0.139
H7 -0.734 0.647 -0.893  0.161
H8 2.802 1.983 -1.040  0.119
H9 1.221 2.557 -1.198  0.058
H10 1.679 1.212 -2.029  0.060
H11 -1.749 -1.970 -1.947  0.115
H12 -1.551 -2.193 -0.075  0.035
H13 -0.835 -3.285 -1.252  0.112
H14 0.813 -1.500 -1.895  0.182
H15 0.817 -1.874 -0.116  0.170

***

Most stable structure, least stable structure: arrangement ii, arrangement i.

***

Arrangement i

The following is a quantum chemistry calculation of a structure of composition C4H8N4, from the OMol25 dataset.

Values from the calculation:
Frontier orbital gap in Ha: 0.323

Each line ends with the Löwdin charge.
Element x y z (Å)
C1 0.345 -1.075 -0.346  -0.031
C2 -1.000 -0.329 0.202  -0.452
C3 -2.447 -0.227 -0.048  0.006
C4 0.551 1.505 -0.158  -0.150
H1 2.631 -0.703 0.744  0.054
H2 3.266 0.284 -0.818  0.209
H3 0.116 -1.623 -1.247  0.088
H4 0.937 -1.746 0.495  0.146
H5 -0.935 -0.161 1.269  0.133
H6 -2.972 -0.795 -0.699  0.047
H7 -3.130 -0.343 0.891  0.133
H8 1.198 2.169 0.393  0.094
N1 2.442 0.154 0.184  -0.034
N2 1.107 0.220 -0.402  -0.207
N3 -1.349 0.684 -0.364  -0.163
N4 -0.762 1.986 -0.094  0.127

***

Arrangement ii

The following is a quantum chemistry calculation of an isolated molecule of C4H8N4, from the OMol25 dataset.

Values from the calculation:
Frontier orbital gap in Ha: 0.308
SMILES: C1=C\NNCC\N=N/1

Each line ends with the Löwdin charge.
Element x y z (Å)
C1 0.565 1.699 0.062  -0.121
C2 1.623 0.739 0.168  -0.115
N1 1.459 -0.682 0.250  -0.071
N2 0.487 -1.028 -0.743  -0.127
C3 -0.876 -1.252 -0.192  -0.260
C4 -1.433 -0.201 0.633  -0.366
N3 -1.682 0.904 -0.122  -0.031
N4 -0.739 1.652 -0.584  0.014
H1 0.872 2.769 -0.132  0.099
H2 2.551 0.905 0.484  0.049
H3 2.458 -1.068 0.018  0.157
H4 0.586 -0.125 -1.390  0.137
H5 -1.683 -1.156 -1.207  0.191
H6 -0.782 -2.384 0.154  0.147
H7 -2.326 -0.917 0.900  0.135
H8 -1.080 0.145 1.701  0.160

***

Most stable structure, least stable structure: arrangement ii, arrangement i.

***

Arrangement i

The following is a quantum chemistry calculation of an isolated molecule of C4H8N4, from the OMol25 dataset.

Values from the calculation:
Frontier orbital gap in Ha: 0.390
SMILES: C[C@@H]1N=NN2[C@H](C)N12

Each line ends with the Löwdin charge.
Element x y z (Å)
C1 -2.312 -0.195 -1.091  -0.044
C2 -1.448 0.160 0.130  -0.378
N1 -1.562 1.673 0.332  0.053
N2 -0.586 2.261 -0.092  -0.015
N3 0.463 1.502 -0.504  0.063
C3 0.923 0.565 0.476  -0.464
C4 2.301 0.071 0.247  -0.018
N4 -0.096 -0.082 -0.196  0.094
H1 -3.257 -0.636 -0.880  0.056
H2 -1.747 -0.697 -1.824  0.054
H3 -2.530 0.792 -1.635  0.101
H4 -1.862 -0.271 1.059  0.147
H5 0.829 1.144 1.395  0.147
H6 2.777 -0.101 1.137  0.046
H7 2.764 0.783 -0.386  0.077
H8 2.259 -0.907 -0.192  0.082

***

Arrangement ii

The following is a quantum chemistry calculation of a structure of composition C4H8N4, from the OMol25 dataset.

Values from the calculation:
Frontier orbital gap in Ha: 0.330

Each line ends with the Löwdin charge.
Element x y z (Å)
C1 2.695 -0.141 0.215  -0.124
C2 0.326 -0.176 -0.148  -0.404
C3 -1.827 -1.279 -0.017  -0.288
C4 -1.213 2.106 -0.137  -0.046
H1 2.306 0.912 0.845  0.103
H2 3.214 0.363 -0.822  0.096
H3 3.367 -1.022 0.554  0.061
H4 0.710 0.841 0.490  0.109
H5 -2.852 -0.741 0.669  0.202
H6 -2.064 -3.066 0.337  0.039
H7 -1.766 3.131 -0.234  0.094
H8 -0.169 1.824 -1.013  0.173
N1 1.357 -0.942 -0.421  0.013
N2 -0.931 -0.273 -0.355  -0.110
N3 -1.365 -2.474 -0.119  0.098
N4 -1.790 0.937 0.157  -0.016

***

Arrangement iii

The following is a quantum chemistry calculation of an isolated molecule of C4H8N4, from the OMol25 dataset.

Values from the calculation:
Frontier orbital gap in Ha: 0.428
SMILES: CC(C)n1ncnn1

Each line ends with the Löwdin charge.
Element x y z (Å)
C1 -1.295 -1.103 0.623  -0.049
C2 -0.629 -0.244 -0.469  -0.396
C3 -1.283 1.118 -0.525  -0.066
N1 0.782 -0.138 -0.232  -0.192
N2 1.318 0.558 0.794  0.137
C4 2.602 0.358 0.565  -0.230
N3 2.845 -0.365 -0.532  0.008
N4 1.676 -0.670 -1.048  0.065
H1 -2.395 -1.148 0.472  0.087
H2 -0.877 -2.118 0.708  0.080
H3 -1.067 -0.645 1.605  0.082
H4 -0.637 -0.681 -1.444  0.128
H5 -0.878 1.736 -1.336  0.084
H6 -2.332 0.957 -0.792  0.080
H7 -1.226 1.662 0.442  0.090
H8 3.397 0.723 1.169  0.092

***

Most stable structure, least stable structure: arrangement iii, arrangement ii.

***

Arrangement i

The following is a quantum chemistry calculation of an isolated molecule of C4H8N4, from the OMol25 dataset.

Values from the calculation:
Frontier orbital gap in Ha: 0.315
SMILES: C=CN(/C=N/N)N=C

Each line ends with the Löwdin charge.
Element x y z (Å)
C1 2.551 -0.690 -0.576  0.021
C2 1.478 -0.650 0.242  -0.122
N1 0.210 -0.427 -0.383  -0.181
C3 -0.776 0.051 0.411  -0.241
N2 -0.485 0.797 1.426  -0.080
N3 -1.577 1.092 2.253  -0.113
N4 0.096 -0.421 -1.719  0.017
C4 -0.939 0.091 -2.279  -0.031
H1 3.482 -0.842 -0.033  0.049
H2 2.452 -0.756 -1.616  0.024
H3 1.391 -0.461 1.298  0.092
H4 -1.805 -0.361 0.198  0.142
H5 -1.147 1.806 3.054  0.127
H6 -2.042 0.112 2.825  0.167
H7 -1.138 -0.037 -3.319  0.049
H8 -1.750 0.697 -1.784  0.078

***

Arrangement ii

The following is a quantum chemistry calculation of an isolated molecule of C4H8N4, from the OMol25 dataset.

Values from the calculation:
Frontier orbital gap in Ha: 0.324
SMILES: [H]/N=c1\[nH]cnn1CC

Each line ends with the Löwdin charge.
Element x y z (Å)
H1 1.847 0.527 2.352  0.000
N1 1.394 -0.068 1.718  0.106
C1 0.943 0.528 0.669  -0.494
N2 0.937 1.860 0.516  0.108
C2 0.219 2.110 -0.643  -0.159
N3 -0.190 1.020 -1.254  0.112
N4 0.323 0.026 -0.456  -0.110
C3 -0.023 -1.346 -0.734  -0.214
C4 -1.432 -1.592 -0.251  -0.106
H2 0.797 2.408 1.370  0.166
H3 -0.093 3.119 -0.968  0.123
H4 0.092 -1.630 -1.810  0.126
H5 0.640 -2.007 -0.114  0.125
H6 -1.835 -2.596 -0.470  0.075
H7 -2.109 -0.906 -0.764  0.064
H8 -1.508 -1.453 0.838  0.079

***

Arrangement iii

The following is a quantum chemistry calculation of a structure of composition C4H8N4, from the OMol25 dataset.

Values from the calculation:
Frontier orbital gap in Ha: 0.346

Each line ends with the Löwdin charge.
Element x y z (Å)
C1 -0.440 -0.915 -1.627  -0.086
C2 -1.026 -1.194 0.599  -0.157
C3 0.108 1.520 -0.006  -0.109
C4 1.867 1.624 1.108  -0.276
H1 0.300 -0.416 -2.241  0.083
H2 -0.560 -1.978 -1.900  0.090
H3 -1.654 -0.402 -1.436  0.105
H4 -1.999 -0.864 -0.419  0.103
H5 -0.752 -0.241 1.648  0.165
H6 -1.071 -2.753 1.348  0.188
H7 -0.976 1.680 -0.165  0.129
H8 2.802 1.951 1.750  0.136
N1 0.032 -0.869 -0.240  -0.353
N2 0.732 0.278 -0.098  -0.197
N3 0.812 2.331 0.886  0.063
N4 1.825 0.249 0.791  0.116

***

Most stable structure, least stable structure: arrangement ii, arrangement iii.